No. 1
C19H14FNO | ωB97M-V/def2-TZVPD

XYZ file:
```
36
Properties=species:S:1:pos:R:3
O -0.6935 -0.9592 -2.0727
C 0.1069 -0.3977 -1.3512
N 1.3457 -0.8080 -1.0598
C 2.1737 -0.5598 -0.0974
C 1.8434 -0.0072 0.9450
C 2.7581 0.3927 2.0590
C 4.0343 -0.0341 1.9569
C 4.4235 -0.6036 0.5274
C 3.3946 -0.8966 -0.3479
F 3.7955 -1.6776 -1.3754
C -0.4906 0.8889 -0.6150
C 0.4156 1.8671 -0.9461
C -0.0387 3.2293 -0.4770
C -1.0854 3.5431 0.0742
C -2.0236 2.3869 0.5050
C -1.6727 1.0652 -0.1396
C -2.5978 0.0016 0.3942
C -3.8535 0.0808 0.0460
C -4.7197 -1.0731 0.4256
C -4.1146 -2.1134 0.5334
C -2.6706 -2.3266 1.0255
C -1.9314 -1.4480 0.7661
H 1.4573 -1.6866 -1.7575
H 0.8234 0.5559 1.3360
H 2.5754 0.8426 2.7893
H 4.7884 0.4348 2.4031
H 5.3933 -0.7545 0.4694
H 1.3392 2.1091 -1.5183
H 0.5912 4.0726 -0.7578
H -1.5125 4.2860 0.4633
H -2.8852 2.4984 0.9581
H -4.3017 0.8396 -0.5626
H -5.7039 -0.9579 -0.0072
H -4.7102 -3.1747 1.0500
H -2.4041 -3.2872 1.5584
H -0.8480 -1.1584 0.9563
```

Values from the calculation:
total charge	0
frontier orbital gap	8.70	eV
calculated total energy	-961.77620	a.u.
structure (SMILES)	O=C(Nc1ccccc1F)c1ccccc1-c1ccccc1

---

No. 2
C5H11Br4NO2 | ωB97M-V/def2-TZVPD

XYZ file:
```
23
Properties=species:S:1:pos:R:3
C -1.0958 -0.0133 -0.6898
N -1.2531 -0.5730 -2.0731
O -0.8315 0.1118 -2.9873
O -1.8151 -1.6387 -2.1910
H -0.9830 -0.8558 -0.0218
H -1.9889 0.5846 -0.5159
H -0.2685 0.6863 -0.7048
Br 1.8188 2.3259 0.7409
C 1.3718 3.5702 -0.7390
C 2.4424 4.6145 -0.9037
Br 1.9645 5.7620 -2.4137
H 0.3997 3.9930 -0.5012
H 1.2364 2.9237 -1.6007
H 3.4039 4.1689 -1.1356
H 2.5382 5.2424 -0.0250
Br -1.8597 -1.8405 2.5772
C -0.5885 -3.4029 2.4825
C -1.0867 -4.3677 1.4485
Br -0.0014 -6.0022 1.4425
H -0.6410 -3.7977 3.4904
H 0.3480 -2.9094 2.2663
H -0.9887 -3.9306 0.4567
H -2.1218 -4.6516 1.5975
```

Values from the calculation:
total charge	0
frontier orbital gap	10.83	eV
calculated total energy	-10698.30897	a.u.
structure (SMILES)	C[N+](=O)[O-].BrCCBr.BrCCBr
energy relative to the best compared isomer or geometry (same formula, charge and spin)	0.0998	eV

---

No. 3
CHN6 | ωB97M-V/def2-TZVPD

XYZ file:
```
8
Properties=species:S:1:pos:R:3
C -0.2074 0.1185 0.0312
N -1.1612 1.0675 0.0125
N -0.7692 -1.1279 -0.0224
N -2.2655 0.4240 0.0591
N -2.0544 -0.8761 0.0173
N 2.1701 -0.2966 0.0278
N 1.2631 0.5433 -0.0201
H 3.0244 0.1474 -0.1053
```

Values from the calculation:
total charge	-1
frontier orbital gap	9.36	eV
calculated total energy	-367.21244	a.u.
energy relative to the best compared isomer or geometry (same formula, charge and spin)	0.5165	eV

---

No. 4
C38H47BiN9O4S2Si | ωB97M-V/def2-TZVPD

XYZ file:
```
102
Properties=species:S:1:pos:R:3
Bi 0.3463 -0.0439 -0.3085
C 5.4008 2.8261 -3.7535
C 4.3641 1.7168 -3.6004
N 4.3790 1.1536 -2.2693
C 3.3544 1.1014 -1.3815
S 1.7984 1.7471 -1.8189
N 3.6651 0.5392 -0.2364
N 2.6891 0.5615 0.6890
C 2.9179 0.0729 1.8561
C 4.0732 -0.8363 2.1362
C 2.0172 0.4783 2.9560
C 1.8002 -0.3262 4.0748
C 0.9951 0.1456 5.0952
C 0.4451 1.4131 4.9974
C 0.7473 2.1575 3.8672
N 1.5134 1.7196 2.8807
H 5.4090 3.1932 -4.7815
H 5.1628 3.6563 -3.0871
H 6.4013 2.4630 -3.5079
H 3.3660 2.1136 -3.7643
H 4.5542 0.9286 -4.3363
H 5.2322 0.7268 -1.9431
H 4.7450 -0.8220 1.2814
H 4.6164 -0.5603 3.0415
H 3.6835 -1.8524 2.2532
H 2.2439 -1.3115 4.1324
H 0.7938 -0.4696 5.9644
H -0.2160 1.8055 5.7592
H 0.3473 3.1603 3.7379
O 2.1317 -1.0077 -5.6561
C 3.1551 -1.5132 -4.9524
C 4.3254 -1.8386 -5.6435
C 5.4195 -2.3508 -4.9739
C 5.3760 -2.5484 -3.5967
C 4.2235 -2.2283 -2.9051
C 3.1055 -1.7164 -3.5616
C 1.9151 -1.3806 -2.7382
O 2.0110 -1.4010 -1.4866
N 0.7999 -1.1018 -3.4259
N -0.2481 -0.9212 -2.6113
C -1.4268 -0.9203 -3.1076
C -2.6095 -1.0422 -2.2622
C -3.8872 -0.8284 -2.7728
C -4.9755 -1.0061 -1.9367
C -4.7655 -1.4506 -0.6416
C -3.4576 -1.6818 -0.2360
N -2.4110 -1.4584 -1.0096
H 1.3700 -0.9139 -5.0209
H 4.3417 -1.6760 -6.7139
H 6.3161 -2.5969 -5.5304
H 6.2355 -2.9433 -3.0702
H 4.1556 -2.3506 -1.8315
H -1.5657 -0.9532 -4.1878
H -4.0092 -0.5064 -3.7989
H -5.9771 -0.8035 -2.2952
H -5.5854 -1.6119 0.0454
H -3.2342 -2.0688 0.7495
C -3.0147 5.3659 -1.3622
C -1.9250 4.8998 -0.3979
N -2.3949 3.9600 0.6051
C -3.1167 4.4928 1.7554
C -4.6353 4.3878 1.5975
C -2.2573 2.6104 0.4687
S -1.6703 1.9804 -1.0149
N -2.7298 1.8896 1.4820
C -2.2352 0.7665 1.9906
O -1.0978 0.2909 1.8161
C -3.1188 0.0948 3.0087
C -2.6843 -1.1028 3.5711
C -3.4737 -1.7686 4.4953
C -4.6989 -1.2360 4.8752
C -5.1296 -0.0349 4.3271
C -4.3428 0.6288 3.3972
H -2.5668 5.9579 -2.1621
H -3.7652 5.9789 -0.8609
H -3.4999 4.4957 -1.8051
H -1.4903 5.7550 0.1269
H -1.1422 4.4046 -0.9660
H -2.8213 5.5366 1.8786
H -2.8122 3.9371 2.6408
H -4.9947 5.0372 0.7994
H -5.1379 4.6655 2.5262
H -4.8959 3.3602 1.3477
H -1.7233 -1.4942 3.2567
H -3.1377 -2.7086 4.9161
H -5.3179 -1.7510 5.6001
H -6.0841 0.3846 4.6221
H -4.6627 1.5651 2.9611
C 2.0988 -4.3696 0.7414
Si 0.4150 -3.4811 0.7351
C -0.6500 -4.1346 2.1770
C -0.4281 -4.0913 -0.8571
O 0.6210 -1.9122 0.9088
H 2.0197 -5.4441 0.5541
H 2.6298 -4.2325 1.6880
H 2.7141 -3.9324 -0.0498
H -0.5780 -5.2190 2.3008
H -1.7030 -3.8879 2.0110
H -0.3438 -3.6652 3.1164
H -0.2868 -5.1629 -1.0209
H -0.0065 -3.5650 -1.7176
H -1.4997 -3.8901 -0.8462
```

Values from the calculation:
total charge	-1
frontier orbital gap	6.87	eV
calculated total energy	-3570.69183	a.u.
energy relative to the best compared isomer or geometry (same formula, charge and spin)	1.0347	eV

---

No. 5
C7H9O7PZn | ωB97M-V/def2-TZVPD

XYZ file:
```
25
Properties=species:S:1:pos:R:3
Zn 0.1276 1.3649 -1.3194
O -2.4666 0.9373 -2.6791
C -1.4572 1.1037 -2.1501
C 0.2356 2.4967 0.0866
O 0.3044 3.2176 0.9821
C 1.6046 0.4945 -1.8943
O 2.5452 -0.0601 -2.2601
C 0.4937 2.7327 -2.4483
O 0.7257 3.6002 -3.1640
C -2.0550 -1.5103 -0.6540
O -0.6695 -1.4850 -0.9187
P 0.1440 -0.5346 0.2526
O 0.0322 -1.9808 1.1595
C -0.7569 -1.7423 2.3014
O 0.9571 0.4703 1.3678
C 2.3344 0.1949 1.3106
H -2.5872 -1.6709 -1.6137
H -2.4462 -0.5590 -0.2292
H -2.3023 -2.3659 0.0081
H -1.6753 -1.1521 2.0868
H -1.1041 -2.7213 2.6908
H -0.1502 -1.2558 3.0941
H 2.8040 0.6126 2.2248
H 2.5589 -0.8951 1.3186
H 2.8031 0.7078 0.4472
```

Values from the calculation:
total charge	+2
frontier orbital gap (spin up / spin down)	6.56 / 6.56	eV
calculated total energy	-2918.57114	a.u.
energy relative to the best compared isomer or geometry (same formula, charge and spin)	6.5627	eV

---

No. 6
C6H15NO | ωB97M-V/def2-TZVPD

XYZ file:
```
23
Properties=species:S:1:pos:R:3
C -1.0334 1.3731 2.0487
C -1.6658 2.2312 0.9362
C -0.8466 -0.1418 1.7568
H -0.1652 1.8419 2.2586
H -1.5738 1.4078 3.0095
H -2.0546 3.2301 1.1145
H -1.7438 -0.6970 1.7835
H -0.3775 -0.1317 0.6647
H -2.6907 1.7896 0.5348
H -1.0580 2.4152 -0.0027
H -0.3079 -0.5884 2.5227
C 0.4980 -0.4330 -2.0180
C 0.9472 1.0249 -1.6424
C 0.7031 -1.3931 -0.8471
O -0.0794 -2.3046 -0.6319
N 1.6284 -1.1386 0.1145
H -0.5737 -0.1837 -2.4099
H 1.1332 -0.9553 -2.8520
H 0.3433 1.7099 -2.1667
H 1.7461 -1.8138 0.7792
H 1.9736 -0.1255 0.1940
H 2.0540 1.2989 -1.9941
H 0.9173 1.2404 -0.5869
```

Values from the calculation:
<S²>	0.76
multiplicity	2
total charge	+1
frontier orbital gap (spin up / spin down)	10.17 / 5.47	eV
calculated total energy	-367.19762	a.u.
energy relative to the best compared isomer or geometry (same formula, charge and spin)	3.2832	eV

---

No. 7
C2H8NO2P | ωB97M-V/def2-TZVPD

XYZ file:
```
14
Properties=species:S:1:pos:R:3
C -0.2047 0.1665 1.7078
P 0.3463 0.2778 0.0776
C 0.0434 -1.3622 -0.7953
O -1.0770 1.3249 -0.4569
N 1.7412 0.9371 0.0788
O 2.6020 0.5379 -1.0179
H -1.2745 0.0783 1.7760
H 0.1977 -0.8366 1.9951
H 0.3418 0.9738 2.2776
H -1.0228 -1.2988 -1.1323
H 0.8164 -1.4062 -1.5298
H 0.1455 -2.1246 -0.0203
H -1.1930 1.8141 -1.2806
H 3.4811 0.7492 -0.7286
```

Values from the calculation:
total charge	0
frontier orbital gap	9.11	eV
calculated total energy	-627.51047	a.u.
structure (SMILES)	CP(C)(O)=NO
energy relative to the best compared isomer or geometry (same formula, charge and spin)	3.9600	eV

---

No. 8
C40H76F12N8O16 | ωB97M-V/def2-TZVPD

XYZ file:
```
152
Properties=species:S:1:pos:R:3
C -21.1531 -5.0419 -15.3382
C -20.0282 -5.4573 -16.2394
O -20.2230 -6.7941 -16.6758
C -19.2883 -7.1256 -17.5399
O -18.4131 -6.4066 -17.9276
C -19.5064 -8.5581 -18.0496
F -19.5672 -9.4367 -17.0215
F -20.5974 -8.7035 -18.8293
F -18.4375 -8.9329 -18.7894
H -21.1983 -5.7244 -14.4995
H -22.1115 -5.2041 -15.8165
H -21.1236 -4.0433 -14.9485
H -19.1069 -5.3705 -15.6945
H -19.9477 -4.7992 -17.0779
C -13.7469 -5.1283 -12.5896
C -12.7906 -4.3640 -13.5188
O -13.3231 -3.0021 -13.4885
C -13.4626 -2.3531 -14.6573
O -13.0824 -2.7239 -15.7287
C -14.3104 -1.0430 -14.4801
F -14.6779 -0.6291 -15.6972
F -15.3696 -1.0385 -13.6906
F -13.3835 -0.1529 -14.0033
H -13.5553 -4.7873 -11.5285
H -13.5628 -6.1353 -12.7036
H -14.7645 -4.9230 -12.8573
H -12.6621 -4.7728 -14.4450
H -11.7644 -4.3377 -13.1573
C -14.5250 -6.8731 -15.4825
C -15.8868 -6.2231 -15.3870
O -16.6754 -6.9633 -14.3833
C -17.0147 -8.1524 -14.7135
O -17.0092 -8.6780 -15.7611
C -17.2577 -9.0563 -13.3986
F -16.1619 -9.0819 -12.6171
F -18.2547 -8.5499 -12.6859
F -17.5808 -10.2816 -13.8324
H -13.8418 -6.1651 -15.9235
H -14.5240 -7.7357 -16.1687
H -14.1739 -7.1627 -14.5196
H -16.4682 -6.2744 -16.3096
H -15.8503 -5.1879 -15.0470
C -14.9003 -5.0205 -23.7144
C -14.5973 -3.8754 -22.8054
O -15.1873 -4.1554 -21.5607
C -14.2666 -4.0882 -20.5409
O -13.1160 -3.9024 -20.5615
C -14.9472 -4.2774 -19.1373
F -16.0924 -3.5905 -18.9798
F -15.2622 -5.5627 -18.9980
F -14.1419 -3.9961 -18.1495
H -15.9746 -5.2728 -23.5323
H -14.3015 -5.8378 -23.4986
H -14.8152 -4.8991 -24.8190
H -15.0509 -2.9085 -23.1335
H -13.5358 -3.7329 -22.6740
C -14.1999 1.7930 -19.1584
N -14.7435 0.5914 -19.7197
C -15.3401 -0.5420 -19.0183
C -14.5535 0.4393 -21.1011
O -14.7182 -0.6128 -21.6838
H -13.1890 1.7034 -18.7714
H -14.8074 2.1426 -18.2516
H -14.1041 2.5382 -19.9273
H -15.7082 -1.2632 -19.7426
H -14.6861 -0.9694 -18.3234
H -16.3065 -0.2174 -18.5664
H -14.3874 1.3703 -21.6407
C -19.2389 4.5295 -19.6206
N -18.9324 3.1075 -19.5860
C -18.0724 2.5583 -20.6742
C -19.3526 2.3817 -18.5821
O -19.3171 1.1376 -18.5623
H -19.4119 4.9225 -18.6154
H -20.0935 4.6527 -20.2378
H -18.3818 5.0905 -20.0093
H -17.1267 3.0854 -20.5409
H -17.9185 1.4578 -20.4063
H -18.4683 2.7492 -21.6735
H -19.6954 3.0371 -17.8147
C -18.9942 -6.6167 -22.8396
N -18.8229 -5.3758 -22.2134
C -18.3786 -5.3723 -20.8472
C -19.7314 -4.3979 -22.4635
O -19.9949 -3.4519 -21.7776
H -19.7475 -6.5106 -23.6590
H -19.4084 -7.3669 -22.1131
H -18.1159 -7.0169 -23.3397
H -19.2640 -5.5676 -20.2488
H -17.6598 -6.1949 -20.7574
H -18.0157 -4.3971 -20.5264
H -20.2578 -4.3694 -23.4382
C -11.9454 -1.6448 -27.9129
N -11.7404 -3.0537 -27.5527
C -10.4691 -3.6191 -27.7989
C -12.8411 -3.7272 -27.0261
O -12.8010 -4.8718 -26.6312
H -12.0849 -1.5735 -28.9756
H -11.0946 -1.0743 -27.5712
H -12.8148 -1.3305 -27.4084
H -9.7345 -3.1338 -27.0921
H -10.5064 -4.6694 -27.5579
H -10.3442 -3.4989 -28.9166
H -13.7424 -3.1895 -26.9069
C -22.5676 0.1898 -21.8759
N -22.5206 1.6087 -21.7045
C -23.7823 2.3972 -21.7509
C -21.3403 2.2276 -21.5824
O -21.2222 3.4482 -21.5661
H -21.5976 -0.2888 -22.0633
H -23.2301 -0.0843 -22.6871
H -23.0260 -0.3450 -21.0622
H -24.5952 1.6356 -21.9046
H -23.8966 2.8772 -20.7907
H -23.7312 3.1110 -22.6373
H -20.5018 1.5073 -21.4443
C -21.3350 -1.1146 -18.7137
N -22.6462 -1.6401 -18.8513
C -22.8982 -3.0211 -19.1010
C -23.7066 -0.8574 -18.5143
O -24.8343 -1.2299 -18.6855
H -20.6895 -1.2968 -19.5287
H -20.7512 -1.4709 -17.8044
H -21.3451 -0.0597 -18.5547
H -23.8612 -3.1409 -19.3839
H -22.2404 -3.4285 -19.8950
H -22.6908 -3.5934 -18.1521
H -23.4777 0.1751 -18.2482
C -10.7214 -1.6320 -21.6828
N -11.0174 -0.5626 -22.5968
C -10.9777 -0.8671 -23.9741
C -11.4607 0.6293 -22.1335
O -11.7957 1.5681 -22.8044
H -10.6516 -1.3529 -20.6635
H -9.7180 -1.9345 -21.9290
H -11.4053 -2.4835 -21.8077
H -11.3699 -0.0648 -24.6130
H -9.9730 -0.9726 -24.3858
H -11.4572 -1.8264 -24.1368
H -11.4407 0.6325 -21.0433
C -18.7933 -0.2746 -14.7057
N -18.3498 -1.6521 -15.0992
C -18.2802 -2.0076 -16.5620
C -18.2475 -2.5390 -14.0710
O -17.8159 -3.6870 -14.1821
H -18.6791 0.4986 -15.5426
H -18.2217 0.1576 -13.8653
H -19.8138 -0.2948 -14.4144
H -19.2197 -1.7131 -17.0220
H -17.5498 -1.4271 -17.0870
H -17.9930 -3.0324 -16.5438
H -18.4519 -2.0636 -13.0903
```

Values from the calculation:
total charge	0
frontier orbital gap	9.40	eV
calculated total energy	-4409.99444	a.u.
structure (SMILES)	CCOC(=O)C(F)(F)F.CCOC(=O)C(F)(F)F.CCOC(=O)C(F)(F)F.CCOC(=O)C(F)(F)F.CN(C)C=O.CN(C)C=O.CN(C)C=O.CN(C)C=O.CN(C)C=O.CN(C)C=O.CN(C)C=O.CN(C)C=O
energy relative to the best compared isomer or geometry (same formula, charge and spin)	0.0000	eV

---

No. 9
C5H36N3O11 | ωB97M-V/def2-TZVPD

XYZ file:
```
55
Properties=species:S:1:pos:R:3
C 2.9576 -1.9681 1.8938
C 1.8415 -2.3076 0.9158
C 0.5051 -1.5727 1.0926
C -0.5436 -1.9849 0.0710
C -1.5476 -2.7694 0.4667
N -2.6668 -3.1498 -0.2527
N -0.4647 -1.3271 -1.2179
N 2.3105 -2.0466 -0.4850
H 3.3945 -2.8520 2.3585
H 3.7226 -1.4364 1.3322
H 2.7734 -1.2925 2.7272
H 1.6109 -3.3755 0.8740
H 0.1423 -1.8369 2.0889
H 0.4480 -0.4784 1.0607
H -1.4382 -3.2826 1.4080
H -3.4023 -3.5370 0.3183
H -2.9475 -2.4707 -0.9439
H -0.8906 -0.3931 -1.2137
H -0.9843 -1.8643 -1.9047
H 0.5364 -1.2590 -1.4521
H 3.2261 -1.6294 -0.5686
H 2.3387 -2.8607 -1.0940
H 0.8204 3.6671 -2.2305
H 1.0553 4.2031 -0.8665
O 1.4295 3.5782 -1.4951
H -2.4956 2.0806 3.0474
H -1.5403 1.3865 2.1035
O -2.3326 1.2147 2.6587
H -2.7154 3.6307 -1.4337
H -1.4428 3.4257 -0.6447
O -1.9509 4.1081 -1.1162
H 0.9845 1.9329 1.3992
H -0.0768 3.0222 1.8416
O 0.0445 2.1949 1.3371
H -3.4014 1.1006 0.3561
H -1.8941 1.3390 -0.0766
O -2.7721 1.0723 -0.3785
H -2.8265 -1.9056 3.4653
H -2.7099 -0.5632 2.5539
O -2.8376 -1.5333 2.5900
H 2.5918 2.0694 -1.4034
H 2.7418 0.6203 -1.2591
O 2.9984 1.4330 -0.7823
H 2.6826 -1.0212 -2.1186
H 2.5307 -0.3684 -3.5920
O 2.0938 -0.6630 -2.7779
H -3.0119 0.2308 -2.0957
H -2.9700 -0.4657 -3.5361
O -2.4492 -0.1714 -2.7867
H 2.9113 1.4776 2.3409
H 2.3373 1.5983 0.8416
O 2.1308 1.5886 1.7988
H 0.4233 1.8743 -1.4204
H -0.7302 1.7231 -2.3636
O -0.5406 1.8145 -1.4317
```

Values from the calculation:
total charge	+1
frontier orbital gap	8.79	eV
calculated total energy	-1203.76794	a.u.
energy relative to the best compared isomer or geometry (same formula, charge and spin)	2.9203	eV

---

Q: The highest calculated total energy belongs to which entry?
A: C6H15NO

---

Q: Number 9 is which compound?
A: C5H36N3O11